[1]
Formula: C30H29ClN7O10SW
Source: the Open Molecules 2025 dataset
Level of theory: ωB97M-V/def2-TZVPD

Values from the calculation:
- ΔE to the lowest compared entry with this formula, charge and spin: 0.7019 eV
- Gap between HOMO and LUMO (spin up / spin down): 6.35 / 6.35 eV
- HOMO (spin up / spin down): -4.375 / -4.310 eV

Geometry as ORCA input:
```
! RIJCOSX wB97M-V def2-TZVPD def2/J DEFGRID3
* xyz -1 1
W -0.429 -0.067 -1.975
Cl -1.423 2.149 -1.313
S -0.625 -2.609 -2.401
O -3.847 0.052 -0.309
O 0.755 -0.736 -0.504
O 3.372 2.028 -0.302
O -0.281 1.070 -3.659
O -1.684 -0.530 -0.326
O -1.325 2.397 -5.167
O -5.673 1.275 -5.739
O 1.324 -0.579 -2.790
O -3.799 2.463 -6.077
O 1.446 1.625 -1.383
N 1.945 -1.139 -0.715
N -0.718 -2.099 -5.210
N -2.389 -0.224 -2.985
N -4.415 -0.323 -3.799
N 2.243 -0.967 -1.940
N 2.162 2.444 1.994
N -0.445 -0.288 2.117
C 2.459 -1.432 4.901
C -2.535 0.753 -3.929
C -3.799 0.726 -4.447
C -2.735 0.035 0.191
C 4.572 -1.573 -1.584
C -4.506 1.516 -5.482
C -1.248 1.604 3.373
C -1.314 1.508 -4.292
C 3.570 -1.124 -2.430
C 6.134 -1.388 -3.405
C 0.493 -0.701 3.072
C -2.494 0.840 1.451
C -1.393 0.699 2.311
C 5.114 -0.946 -4.233
C -2.190 2.587 3.610
C -3.545 -0.890 -2.923
C -3.429 1.834 1.721
C -3.898 -2.112 -2.162
C 0.123 -1.102 4.361
C 1.839 -0.735 2.697
C 1.304 2.538 0.817
C 3.821 -0.812 -3.754
C -0.657 -2.377 -4.090
C 5.855 -1.700 -2.081
C 2.814 -1.111 3.599
C 1.125 -1.436 5.282
C 2.034 2.025 -0.403
C -3.303 2.706 2.790
C 0.754 -1.831 6.685
C -1.321 -1.239 4.748
H -0.379 -0.666 1.177
H 3.851 -1.133 3.293
H 4.346 -1.813 -0.556
H -1.674 -0.408 5.362
H 1.827 3.055 2.727
H -1.960 -1.278 3.868
H 2.131 1.501 2.368
H 6.641 -2.049 -1.426
H -0.379 1.519 4.011
H 3.218 -1.701 5.624
H 0.131 -1.075 7.165
H 5.317 -0.701 -5.265
H -4.264 1.911 1.040
H -4.877 -1.990 -1.707
H -1.475 -2.154 5.321
H -2.844 2.500 -5.742
H 2.100 -0.471 1.682
H 0.187 -2.763 6.708
H -2.045 3.271 4.438
H -4.047 3.469 2.964
H 3.013 -0.472 -4.383
H -3.162 -2.279 -1.383
H 0.341 2.023 0.877
H 7.139 -1.491 -3.788
H -3.903 -2.970 -2.838
H 3.561 2.334 0.611
H -5.372 -0.594 -3.953
H 1.646 -1.972 7.293
H 1.093 3.590 0.602
*
```

***

[2]
Formula: C30H29F5N2O4
Source: the Open Molecules 2025 dataset
Level of theory: ωB97M-V/def2-TZVPD

Values from the calculation:
- Gap between HOMO and LUMO: 3.61 eV
- HOMO: -5.385 eV

Geometry as ORCA input:
```
! RIJCOSX wB97M-V def2-TZVPD def2/J DEFGRID3
* xyz 0 1
F 3.011 0.317 -4.827
F 6.091 -2.916 -3.205
F 3.981 -4.300 -2.054
F 5.569 -0.654 -4.662
F 0.920 -1.153 -3.762
O -1.130 -2.057 -0.673
O -0.799 2.677 0.497
O -4.018 0.749 1.456
O -2.572 0.493 -0.284
N -0.385 -4.596 -1.845
N 1.411 -3.681 -2.652
C 4.552 -1.334 -4.097
C 4.382 1.013 -1.088
C 1.917 2.103 -0.432
C 2.853 2.897 -1.066
C -2.371 1.277 3.333
C -2.216 3.891 3.237
C 3.767 -3.209 -2.827
C 2.463 -2.779 -3.001
C 4.821 -2.499 -3.381
C 0.061 -2.296 -0.949
C 1.288 -4.944 -3.227
C 2.197 -1.596 -3.669
C -0.773 1.992 1.546
C -3.057 2.668 3.583
C -1.596 -4.876 -1.107
C 0.160 -5.500 -2.748
C 0.370 3.565 3.200
C 2.133 0.722 -0.225
C 0.396 -3.489 -1.784
C 3.454 0.234 -0.399
C -1.821 1.116 1.952
C 0.994 -0.179 -0.098
C 0.338 2.166 2.575
C -5.125 0.356 0.621
C 1.174 -1.486 -0.459
C 4.065 2.328 -1.462
C 3.242 -0.864 -4.218
C -2.779 0.751 0.887
C -0.872 4.004 3.974
C -6.332 0.546 1.500
H 3.720 -0.776 -0.059
H -0.724 5.064 4.240
H -0.913 3.472 4.932
H -4.994 -0.688 0.317
H 5.352 0.603 -1.355
H -6.219 -0.029 2.429
H 0.564 4.280 2.388
H -3.976 2.703 2.974
H -6.445 1.606 1.765
H -1.391 -5.573 -0.278
H -2.003 -3.944 -0.714
H 0.951 2.538 -0.180
H 1.242 3.597 3.864
H -0.318 -6.432 -3.002
H -7.244 0.217 0.990
H -3.116 0.490 3.507
H -2.823 4.771 3.474
H 0.257 1.402 3.364
H 1.270 1.970 2.012
H 2.134 -2.024 -0.367
H 0.004 0.257 0.050
H -1.562 1.149 4.061
H -2.299 -5.328 -1.815
H -3.389 2.709 4.635
H -5.160 0.992 -0.272
H -2.051 3.943 2.157
H 4.752 2.916 -2.061
H 1.989 -5.293 -3.961
H 2.628 3.947 -1.255
*
```

***

[3]
Formula: C30H30BN12Rb
Source: the Open Molecules 2025 dataset
Level of theory: ωB97M-V/def2-TZVPD

Values from the calculation:
- ΔE to the lowest compared entry with this formula, charge and spin: 0.5687 eV
- Gap between HOMO and LUMO (spin up / spin down): 7.78 / 7.07 eV
- HOMO (spin up / spin down): -5.722 / -5.722 eV
- ⟨S²⟩: 0.76

Geometry as ORCA input:
```
! RIJCOSX wB97M-V def2-TZVPD def2/J DEFGRID3
* xyz -1 2
Rb 0.278 -0.281 -1.144
N 1.553 0.973 -5.746
N -2.438 -0.561 -2.597
N -0.481 -0.777 1.597
N -0.188 0.083 2.593
N 2.419 3.113 -6.648
N 1.171 1.577 4.015
N 0.009 0.683 -3.858
N -0.104 2.181 0.478
N 0.329 2.418 1.737
N 2.389 -0.013 0.841
N 0.597 2.589 4.703
N 2.240 0.783 1.922
C 1.826 0.746 4.856
C -3.102 -4.072 -3.538
C -5.184 -2.968 -3.148
C -4.506 -1.792 -2.881
C 0.742 0.906 -4.741
C 1.986 2.140 -6.187
C 1.222 -2.360 -4.289
C -0.167 -2.379 -4.339
C 0.466 3.368 7.030
C -0.947 3.465 -1.440
C -4.487 -4.119 -3.486
C -2.170 -2.473 1.066
C -3.112 -1.732 -2.940
C -2.407 -2.900 -3.269
C 1.706 1.249 6.129
C -0.914 -2.897 -3.278
C 3.422 1.352 2.245
C 0.318 3.741 1.997
C -0.152 4.388 0.876
C 1.900 -2.856 -3.184
C -1.090 -0.039 3.593
C 4.186 -0.747 -0.662
C -1.992 -1.015 3.240
C -0.182 -3.379 -2.217
C 1.182 -3.385 -2.109
C 3.669 0.038 0.504
C -0.403 3.360 -0.050
C 0.920 2.409 5.974
C 4.376 0.894 1.367
C -1.562 -1.445 1.971
B 0.876 1.217 2.541
H 1.684 -3.755 -1.222
H 0.845 4.372 6.836
H 3.509 2.043 3.066
H 2.118 0.845 7.039
H 0.617 4.114 2.959
H -1.035 0.572 4.479
H 5.424 1.142 1.344
H -2.832 -1.372 3.812
H -1.392 -3.047 0.561
H 0.825 3.047 8.008
H -2.797 -3.162 1.631
H -2.790 -2.005 0.297
H -0.402 2.821 -2.132
H 4.072 -1.819 -0.491
H 2.321 -0.137 4.488
H -6.266 -2.983 -3.095
H -1.618 -0.315 -3.153
H -0.871 4.489 -1.804
H -1.999 3.174 -1.469
H 2.982 -2.819 -3.145
H -0.622 3.426 7.062
H 1.774 -1.916 -5.108
H -2.535 -4.961 -3.785
H -5.058 -0.896 -2.618
H 5.242 -0.536 -0.824
H -0.296 5.447 0.744
H 3.649 -0.491 -1.578
H -3.050 0.240 -2.536
H -0.685 -1.957 -5.192
H -5.012 -5.041 -3.698
*
```

***

[4]
Formula: C30H30BrNO10
Source: the Open Molecules 2025 dataset
Level of theory: ωB97M-V/def2-TZVPD

Values from the calculation:
- ΔE to the lowest compared entry with this formula, charge and spin: 0.1343 eV
- SMILES: CCOCCOC[C@@H](N)Br.O=C1C=CC(=O)C=C1.O=C1C=CC(=O)C=C1.O=C1C=CC(=O)C=C1.O=C1C=CC(=O)C=C1
- Gap between HOMO and LUMO: 8.02 eV
- HOMO: -9.744 eV

Geometry as ORCA input:
```
! RIJCOSX wB97M-V def2-TZVPD def2/J DEFGRID3
* xyz 0 1
Br -5.337 -4.478 -0.468
O 1.538 1.771 -2.526
O -1.232 6.128 -1.341
O -1.218 -1.607 -2.045
O -2.820 -8.919 3.569
O 2.975 -2.855 -2.735
O -2.464 -3.636 3.506
O 3.450 9.284 4.585
O -4.257 -0.517 -0.566
O 3.358 5.256 1.144
O 6.594 0.916 -1.888
N -5.870 -2.173 -2.095
C -1.136 4.107 -2.551
C 1.439 3.791 -1.313
C 4.324 7.191 3.950
C -5.687 -2.513 -0.747
C -4.541 -1.780 -0.027
C 5.825 -1.247 -1.365
C 2.497 8.370 2.634
C -3.173 -6.921 2.369
C -3.275 -0.494 -1.591
C 0.906 2.770 -2.253
C 0.025 -2.143 -1.611
C -2.185 -6.960 4.712
C 4.654 0.253 -3.053
C 4.296 6.186 3.081
C -0.436 3.017 -2.849
C 0.738 4.880 -1.020
C -1.871 -0.784 -1.111
C 3.365 6.187 1.921
C 3.751 -0.697 -3.270
C -0.601 5.129 -1.612
C 5.767 0.054 -2.086
C 3.426 8.366 3.797
C 3.811 -1.996 -2.550
C -3.074 -5.595 2.349
C -2.092 -5.634 4.696
C -2.735 -7.711 3.550
C 4.919 -2.195 -1.579
C 2.470 7.364 1.766
C -0.108 -3.309 -0.655
C -2.532 -4.847 3.513
H 0.032 -4.245 -1.181
H -3.569 -7.488 1.536
H 6.642 -1.366 -0.665
H -3.387 -5.001 1.501
H 0.628 -1.346 -1.174
H 1.802 7.365 0.914
H -1.909 -1.238 -0.121
H -1.310 0.150 -1.020
H 4.937 -3.149 -1.066
H 0.530 -2.459 -2.513
H -1.091 -3.326 -0.201
H 2.925 -0.572 -3.959
H 4.939 5.320 3.170
H -1.701 -5.065 5.529
H -4.855 -1.625 1.000
H -2.115 4.307 -2.969
H -0.800 2.256 -3.529
H -3.487 -1.207 -2.384
H 4.992 7.210 4.802
H 1.111 5.629 -0.336
H -1.875 -7.558 5.560
H 0.605 -3.258 0.157
H -3.355 0.495 -2.021
H 2.415 3.600 -0.884
H 1.855 9.236 2.541
H -3.659 -2.414 0.001
H -6.619 -2.379 -0.220
H -6.701 -2.616 -2.474
H 4.626 1.211 -3.555
H -5.092 -2.476 -2.674
*
```

***

[5]
Formula: C30H30FN6OReS2
Source: the Open Molecules 2025 dataset
Level of theory: ωB97M-V/def2-TZVPD

Values from the calculation:
- Gap between HOMO and LUMO (spin up / spin down): 4.38 / 5.67 eV
- HOMO (spin up / spin down): -3.142 / -4.208 eV
- ⟨S²⟩: 0.77

Geometry as ORCA input:
```
! RIJCOSX wB97M-V def2-TZVPD def2/J DEFGRID3
* xyz -1 2
Re -0.160 0.450 -0.143
S 2.455 -0.161 -0.027
S 0.030 -0.343 2.233
F -6.248 -1.254 0.435
O -0.158 -1.680 -0.638
N 2.135 -1.704 4.852
N 0.063 -3.852 -0.166
N -0.045 2.307 0.020
N 2.759 -1.366 -5.462
N -0.180 0.592 -2.289
N 5.072 -1.477 2.064
C -1.308 0.948 -4.390
C -2.559 3.034 1.897
C -0.330 0.258 -5.080
C 2.476 2.639 -1.592
C -2.926 -0.061 1.278
C -1.214 1.109 -3.022
C -4.238 -0.472 1.430
C 1.933 -1.308 3.790
C -0.154 -2.832 -1.032
C -4.946 -0.858 0.311
C 1.669 -0.832 2.502
C -3.044 -0.431 -1.058
C 0.029 3.625 0.040
C 0.784 -0.212 -4.330
C -1.296 3.803 2.264
C 0.770 4.409 -0.924
C 1.869 -0.847 -4.945
C 3.986 -1.150 1.867
C 0.797 -0.015 -2.958
C -4.361 -0.847 -0.938
C -0.381 -3.220 -2.476
C 2.678 -0.752 1.563
C 0.914 3.653 -3.291
C -0.280 2.958 3.026
C 1.701 3.877 -1.995
C 0.638 5.785 -0.967
C -0.749 5.781 0.940
C -0.660 4.411 1.041
C -0.148 6.492 -0.082
C -2.287 0.005 0.033
H -4.708 -0.476 2.402
H -0.981 -2.452 -2.957
H 0.124 2.189 2.372
H 0.133 -4.807 -0.462
H -0.741 2.481 3.887
H -2.963 2.529 2.772
H 0.541 3.586 3.369
H -0.263 7.560 -0.171
H 0.041 3.039 -3.091
H -2.615 -0.454 -2.050
H 2.440 4.666 -2.198
H -2.394 0.229 2.171
H -1.940 1.681 -2.466
H -2.327 2.300 1.135
H 1.537 3.158 -4.036
H -4.926 -1.152 -1.807
H 1.774 1.850 -1.354
H -3.315 3.710 1.504
H 0.575 -3.282 -3.000
H -1.316 6.318 1.688
H 1.182 6.323 -1.733
H -0.369 0.109 -6.145
H 3.126 2.306 -2.398
H 3.087 2.838 -0.715
H 0.224 -3.634 0.804
H 1.653 -0.358 -2.389
H -2.145 1.385 -4.915
H 0.571 4.607 -3.690
H -0.895 -4.174 -2.556
H -1.599 4.628 2.922
*
```

***

[6]
Formula: C30H30I2N5O9P2STi
Source: the Open Molecules 2025 dataset
Level of theory: ωB97M-V/def2-TZVPD

Values from the calculation:
- ΔE to the lowest compared entry with this formula, charge and spin: 0.5856 eV
- Gap between HOMO and LUMO (spin up / spin down): 6.98 / 7.39 eV
- HOMO (spin up / spin down): -7.146 / -7.554 eV
- ⟨S²⟩: 0.75

Geometry as ORCA input:
```
! RIJCOSX wB97M-V def2-TZVPD def2/J DEFGRID3
* xyz 0 2
I -2.892 -1.091 7.146
I -0.560 -4.110 2.534
Ti -0.309 -0.022 -0.127
S 2.361 1.409 -1.095
P -3.641 -0.145 -1.242
P -1.580 1.442 -2.799
O -1.598 2.838 -3.625
O -1.124 0.328 -3.643
O -3.955 -1.375 -1.987
O -0.990 1.765 -1.435
O -0.853 -1.224 1.291
O 1.639 2.311 -0.223
O -2.518 -0.005 -0.252
O 3.634 0.908 -0.642
O -4.973 0.417 -0.479
N -3.623 2.520 -1.496
N -0.364 -1.754 -1.313
N 1.473 -0.271 1.271
N 1.323 0.229 -1.419
N -0.569 1.522 1.548
C 4.214 3.057 -4.272
C 3.200 3.821 -4.833
C -1.284 -2.324 3.324
C 2.442 -1.832 -4.356
C 2.699 2.321 -2.571
C 2.306 -1.307 1.150
C -1.763 0.020 3.103
C -1.292 -1.175 2.517
C 3.295 -1.577 2.068
C 1.940 3.849 -4.249
C 0.519 -2.805 -3.315
C -1.806 1.311 2.321
C -1.359 -3.755 -2.151
C -3.378 1.295 -2.379
C 2.565 0.342 3.287
C 0.548 -1.808 -2.336
C 2.467 -0.809 -3.377
C 3.969 2.303 -3.131
C 1.586 0.536 2.320
C 0.617 1.688 2.416
C 3.429 -0.725 3.156
C -4.324 1.304 -3.564
C 1.685 3.102 -3.109
C -0.483 -3.795 -3.191
C -2.207 0.026 4.419
C 1.515 -0.756 -2.394
C 1.489 -2.802 -4.349
C -1.265 -2.703 -1.221
C -2.210 -1.131 5.179
C -1.742 -2.316 4.631
H -4.154 2.175 -4.201
H 4.745 1.706 -2.672
H -2.556 0.957 4.850
H 1.158 4.467 -4.674
H -0.542 -4.582 -3.933
H -2.768 2.636 -0.924
H -2.634 1.290 1.613
H 3.396 4.407 -5.722
H -0.641 2.331 0.940
H -3.758 3.354 -2.068
H 3.943 -2.430 1.930
H -1.948 -2.629 -0.386
H 5.199 3.052 -4.720
H 3.239 -0.060 -3.435
H 3.201 -1.827 -5.129
H -1.959 2.138 3.022
H 2.167 -1.930 0.275
H 4.201 -0.896 3.896
H 2.632 1.022 4.126
H -4.143 0.404 -4.148
H 0.294 1.776 3.456
H -5.368 1.288 -3.244
H -5.692 -0.225 -0.547
H 1.137 2.606 2.144
H 0.723 3.139 -2.619
H -2.139 -4.492 -2.029
H 1.465 -3.576 -5.105
H -4.437 2.362 -0.895
H -1.723 -3.225 5.216
H -1.254 2.688 -4.516
*
```

***

Q: Which calculated total energy values were calculated for the entries above? A: -3222.0206, -2070.1991, -1867.3890, -4542.1598, -2539.5466, -4638.3419, in Eh.